(1)
{"formula": "C16H19N3O3S2", "method": "ωB97M-V/def2-TZVPD", "relative_energy_ev": 20.247, "gap_ev": 8.0, "total_charge": 0, "homo_energy_ev": -8.11, "lumo_energy_ev": -0.131, "symbols": ["C", "C", "H", "H", "S", "O", "O", "N", "C", "C", "O", "N", "C", "N", "C", "C", "S", "C", "H", "H", "H", "H", "H", "C", "C", "C", "C", "C", "C", "C", "C", "H", "H", "H", "H", "H", "H", "H", "H", "H", "H", "H", "H"], "positions_angstrom": [[-2.02958, -3.68919, -0.15295], [-0.43917, -3.59438, -0.47943], [0.09642, -4.40534, -0.23795], [-0.28788, -3.31343, -1.51440], [0.09929, -2.47526, 0.45609], [-0.34940, -2.68922, 2.01298], [1.38582, -2.24040, 0.49224], [-0.78592, -0.90724, -0.00074], [-0.07241, 0.06658, -0.75808], [0.96612, -0.73976, -1.59844], [0.48234, -1.32518, -2.36543], [2.14001, -0.21458, -1.71336], [2.98076, 0.21560, -0.79358], [2.54098, 1.39315, 0.15197], [3.49697, 1.79367, 0.77048], [4.68058, 1.27322, 0.82942], [4.72174, -0.07003, -0.49303], [5.98390, 1.60686, 1.46604], [6.53696, 0.90233, 1.83932], [6.73218, 2.04885, 0.78012], [5.79420, 2.44733, 2.01752], [3.13224, 2.66902, 1.76491], [2.80113, -0.78830, -2.15799], [-1.08787, 0.86950, -1.34852], [-2.17470, 1.50087, -0.94143], [-2.90077, 2.36783, -1.20340], [-4.04997, 2.62693, -0.46509], [-4.30105, 2.42608, 0.74712], [-3.61635, 1.21897, 1.38959], [-2.41988, 0.74185, 0.61848], [-1.56651, -0.17989, 1.08328], [-0.97302, 0.13219, 1.78917], [-2.14448, -1.02895, 1.63036], [-3.76816, 0.69743, 2.22463], [-5.21007, 2.55710, 1.35956], [-4.63961, 3.80357, -0.82235], [-2.73698, 2.77652, -2.33415], [-1.40917, 0.16261, -2.02668], [-0.53371, 1.69137, -2.00354], [0.42293, 0.85505, 0.08229], [-2.18621, -3.94466, 0.97923], [-2.70636, -2.68936, -0.28938], [-2.60532, -4.54933, -0.78488]], "forces_ev_per_angstrom": [[-2.7, -1.0, 0.4], [-6.8, -1.2, -4.5], [1.7, -3.5, 0.8], [0.1, 0.0, -0.3], [-12.4, 6.6, 13.1], [0.5, 0.1, -6.3], [13.4, 2.0, -2.0], [-0.5, -3.0, 1.4], [3.8, 1.5, 8.1], [-0.8, 11.3, 9.5], [-6.3, -11.5, -12.0], [5.6, 0.0, -0.6], [1.6, 7.4, 7.6], [-5.3, -6.9, -8.8], [1.6, 6.1, 8.6], [4.9, -3.5, -2.2], [-2.8, 1.6, 0.9], [-1.9, 3.3, -4.5], [2.3, -4.3, 3.0], [-0.5, -0.1, -0.6], [-0.4, 1.7, 2.5], [1.5, -2.3, -3.1], [0.1, -1.6, -2.6], [6.2, 1.5, -8.9], [5.3, -12.0, 13.9], [-8.5, 10.7, -8.2], [-2.1, 9.1, -5.6], [-1.6, -6.5, 8.1], [5.8, 1.8, -7.8], [-8.6, 7.8, -2.5], [0.0, -9.3, -1.0], [3.8, 2.0, 3.8], [0.8, 1.2, -0.8], [-1.2, -1.4, 3.6], [0.4, 1.3, -0.9], [1.4, -3.9, 0.5], [-0.7, -0.2, 2.7], [-1.2, -1.5, -2.7], [-0.5, -1.5, 0.6], [-0.4, -2.2, -2.2], [0.6, 0.3, -2.2], [2.3, -2.2, -0.1], [1.8, 2.1, 1.3]]}



(2)
{"formula": "C3H7S", "method": "ωB97M-V/def2-TZVPD", "relative_energy_ev": 1.086, "gap_ev": 6.6, "total_charge": -1, "homo_energy_ev": -2.24, "lumo_energy_ev": 4.396, "smiles": "CCC[S-]", "symbols": ["C", "C", "C", "S", "H", "H", "H", "H", "H", "H", "H"], "positions_angstrom": [[1.14266, 0.09265, 0.69691], [0.24530, -0.11065, -0.57568], [-1.23909, -0.24626, -0.14876], [-2.12720, 1.09311, 0.65226], [0.51026, 0.72319, 1.35019], [1.53526, -0.93575, 0.96187], [1.88435, 0.80790, 0.41909], [0.66041, -0.82432, -1.33809], [0.27666, 1.03210, -1.10505], [-1.68414, -0.41367, -1.17845], [-1.20447, -1.21831, 0.26572]], "forces_ev_per_angstrom": [[-0.9, -0.8, -1.6], [0.5, 4.8, -0.3], [0.4, -0.3, -3.7], [0.4, -0.1, 0.3], [0.1, -1.2, 0.5], [-0.3, 1.5, 0.6], [1.4, -0.1, -0.1], [-0.6, 0.3, 0.8], [0.0, -3.0, 0.9], [-0.2, 0.0, 1.0], [-0.8, -1.2, 1.3]]}



(3)
{"formula": "C6H13NO2", "method": "ωB97M-V/def2-TZVPD", "relative_energy_ev": 2.292, "gap_ev": 9.6, "total_charge": 0, "homo_energy_ev": -8.78, "lumo_energy_ev": 0.822, "smiles": "CC/N=C(/C)C(C)(O)O", "symbols": ["C", "C", "N", "C", "C", "C", "C", "O", "O", "H", "H", "H", "H", "H", "H", "H", "H", "H", "H", "H", "H", "H"], "positions_angstrom": [[1.37842, 2.37652, 0.75207], [1.13657, 1.66442, -0.57108], [-0.42604, 1.16964, -0.59642], [-0.84415, 0.00900, -0.47350], [-2.31627, -0.27362, -0.37219], [0.06361, -1.32753, -0.28455], [-0.27459, -1.95867, 1.06721], [1.40039, -1.03516, -0.39579], [-0.30970, -2.21152, -1.31250], [1.48035, 1.65892, 1.56660], [2.28140, 2.98328, 0.69093], [0.54136, 3.03487, 0.97825], [1.05272, 2.41068, -1.36675], [2.01036, 1.11457, -0.93815], [-2.60940, -0.36807, 0.67374], [-2.54288, -1.21154, -0.87771], [-2.86606, 0.54912, -0.82377], [-1.28629, -2.35148, 1.05737], [0.42292, -2.77562, 1.24702], [-0.18320, -1.22343, 1.86459], [1.59193, -0.17067, 0.16085], [0.29855, -2.06371, -2.04622]], "forces_ev_per_angstrom": [[-0.2, -0.3, -0.2], [-2.4, 1.0, -1.0], [2.9, 2.0, 0.0], [1.0, -2.6, 0.8], [0.0, 0.2, -0.4], [-2.0, 1.4, 0.2], [0.1, -0.1, -0.4], [1.4, 2.1, 1.6], [0.4, -0.2, 0.2], [0.1, 0.1, 0.2], [0.1, -0.1, 0.1], [0.0, -0.1, 0.0], [0.0, 0.2, 0.2], [-0.5, -0.7, 0.3], [0.0, 0.0, 0.0], [-0.1, 0.0, 0.0], [-0.1, 0.0, 0.0], [-0.1, 0.0, 0.1], [0.0, 0.0, 0.0], [0.0, 0.1, 0.0], [-0.6, -2.9, -1.7], [0.0, 0.1, 0.0]]}



(4)
{"formula": "H26O13", "method": "ωB97M-V/def2-TZVPD", "relative_energy_ev": 4.833, "gap_ev": 10.0, "total_charge": 0, "homo_energy_ev": -10.29, "lumo_energy_ev": -0.292, "symbols": ["H", "H", "H", "H", "H", "H", "H", "H", "H", "H", "H", "H", "H", "H", "H", "H", "H", "H", "H", "H", "H", "H", "H", "H", "H", "H", "O", "O", "O", "O", "O", "O", "O", "O", "O", "O", "O", "O", "O"], "positions_angstrom": [[-0.85180, 0.15290, -0.82904], [0.58439, 0.26613, -0.34472], [5.24922, -1.88895, 1.23059], [4.68807, -1.02000, 0.11700], [-4.20838, -1.71492, 0.73986], [-4.41689, -1.64930, -0.76422], [2.58950, -2.17521, -2.17225], [1.19524, -1.72821, -1.76448], [1.60458, 3.70888, 1.54470], [0.83460, 3.10541, 2.70789], [-1.92201, 0.93862, 0.33924], [-1.29706, -0.41254, 0.64556], [1.82335, -2.67205, 1.17243], [1.75038, -1.39847, 0.34617], [5.02927, 1.75039, -2.04296], [4.61629, 1.87979, -0.58599], [-0.74720, -1.10061, 3.60265], [0.26757, -0.37247, 2.73657], [-5.34997, 1.28303, -1.25253], [-5.15899, 0.67814, 0.12866], [1.73451, 2.14574, 0.12729], [2.41832, 2.90711, -0.99643], [-2.41636, -3.00988, -1.32478], [-1.38115, -2.96679, -0.21279], [-3.08942, 2.67869, -0.07155], [-3.56378, 1.82278, -1.23450], [0.02448, -0.22873, -0.95348], [5.35308, -1.69534, 0.29212], [-3.82635, -1.34712, -0.06498], [2.04970, -1.98168, -1.39755], [1.51962, 2.89990, 2.06173], [-2.10880, -0.00677, 0.32087], [1.19746, -2.09018, 0.72671], [5.37126, 1.99145, -1.17467], [-0.54616, -0.88642, 2.68467], [-5.27284, 1.52245, -0.32209], [1.57850, 2.50024, -0.75531], [-2.00849, -3.55756, -0.64457], [-3.32925, 2.72872, -1.00374]], "forces_ev_per_angstrom": [[-0.1, -0.2, -0.5], [0.1, 0.0, -0.4], [0.1, 0.0, -0.1], [0.1, -0.1, -0.1], [0.1, -0.2, 0.0], [-0.1, -0.3, 0.1], [0.1, 0.0, 0.0], [-0.2, 0.2, 0.3], [0.0, 0.0, 0.0], [0.1, -0.1, 0.0], [0.0, 0.2, 0.4], [-0.1, -0.3, 0.7], [-0.1, 0.0, -0.1], [-0.1, -0.5, -0.2], [0.1, 0.0, 0.0], [0.1, 0.0, 0.0], [-0.1, 0.0, -0.1], [0.0, -0.2, -0.1], [-0.3, 0.1, 0.1], [0.0, -0.2, 0.0], [-0.1, 0.1, 0.2], [-0.1, 0.0, -0.2], [0.1, 0.0, 0.2], [0.1, 0.0, 0.0], [-0.4, 0.1, -0.2], [0.2, 0.4, 0.3], [0.8, 0.1, -0.4], [-0.2, 0.1, 0.2], [-1.7, -0.5, -0.5], [1.1, -0.1, -1.8], [0.0, 0.1, 0.1], [0.4, 1.5, 0.4], [-0.3, 0.2, 1.9], [-0.3, 0.0, 0.0], [0.0, 0.3, 0.4], [-1.0, -0.8, 0.3], [0.3, 0.0, 0.0], [0.1, -0.2, -0.2], [1.6, 0.5, -0.6]]}



(5)
{"formula": "C26H28F6LiN9O8S3", "method": "ωB97M-V/def2-TZVPD", "relative_energy_ev": 0.361, "gap_ev": 8.5, "total_charge": 0, "homo_energy_ev": -8.78, "lumo_energy_ev": -0.297, "symbols": ["Li", "C", "N", "C", "C", "N", "C", "C", "C", "C", "C", "C", "N", "C", "N", "C", "C", "C", "C", "C", "C", "N", "H", "H", "H", "H", "H", "H", "H", "H", "H", "H", "H", "H", "H", "H", "H", "F", "C", "F", "F", "S", "O", "O", "N", "S", "O", "O", "C", "F", "F", "F", "C", "C", "S", "O", "O", "C", "C", "N", "C", "N", "C", "C", "N", "O", "O", "C", "H", "H", "H", "H", "H", "H", "H", "H", "H", "H", "H", "H", "H"], "positions_angstrom": [[1.67398, -0.82209, 0.31713], [4.56389, -0.75379, 1.50162], [3.87855, 0.20597, 0.67073], [4.32647, 0.45495, -0.67614], [3.16820, 1.09173, -1.39818], [1.92740, 0.88228, -1.05892], [1.17416, 1.62815, -1.95781], [-0.21109, 1.74563, -2.06342], [-0.70490, 2.58380, -3.04207], [0.15494, 3.28467, -3.90677], [1.52751, 3.16205, -3.82200], [2.01313, 2.31508, -2.83028], [3.29761, 1.95247, -2.44623], [3.53650, -1.45630, 2.35135], [2.29841, -1.05940, 2.43990], [1.69138, -1.98415, 3.29336], [0.37030, -2.06145, 3.72448], [0.02977, -3.10608, 4.55879], [0.97831, -4.05821, 4.96589], [2.29495, -3.99051, 4.55010], [2.62080, -2.93440, 3.70896], [3.80975, -2.56303, 3.09171], [5.32183, -0.30420, 2.15892], [5.07731, -1.48377, 0.87347], [3.64043, 1.05445, 1.16217], [4.54342, -0.50745, -1.14684], [5.22384, 1.08357, -0.77707], [-0.85931, 1.18660, -1.40171], [-1.77465, 2.70653, -3.15111], [-0.27040, 3.93317, -4.66036], [2.18360, 3.69820, -4.49320], [4.16241, 2.25249, -2.86015], [-0.35114, -1.32325, 3.40501], [-0.99087, -3.20342, 4.90283], [0.67112, -4.86695, 5.61477], [3.02192, -4.72915, 4.85809], [4.68606, -3.05353, 3.12148], [-2.36329, -2.66600, -1.78252], [-1.11978, -3.15925, -1.77712], [-0.42612, -2.55323, -2.73193], [-1.16753, -4.46474, -2.03283], [-0.38947, -2.87911, -0.10720], [-0.00275, -1.47173, -0.13029], [-1.41383, -3.28997, 0.79688], [0.85381, -3.83759, 0.00683], [2.21645, -3.55338, -0.74307], [2.81116, -2.27263, -0.35747], [2.23121, -3.87339, -2.13850], [3.28471, -4.82515, 0.08337], [2.91225, -5.06359, 1.33429], [4.54671, -4.36712, 0.09948], [3.25429, -5.95544, -0.60700], [-5.17592, 1.88475, -3.50995], [-5.78484, 1.39612, -2.20555], [-5.58741, 2.50946, -0.85010], [-6.09424, 3.79827, -1.24699], [-6.09911, 1.85402, 0.32832], [-3.82235, 2.63997, -0.66565], [-3.39490, 2.84176, 0.78277], [-1.99132, 2.46211, 0.91304], [-1.56495, 1.21301, 1.24671], [-0.25245, 1.14905, 1.35890], [0.20179, 2.41685, 1.15944], [-0.85022, 3.23341, 0.88810], [-0.80348, 4.57513, 0.39515], [-1.80656, 5.02127, -0.14176], [0.24470, 5.17373, 0.52083], [-2.49625, 0.06941, 1.43785], [-5.51549, 1.25127, -4.32763], [-4.08718, 1.84062, -3.48984], [-5.47914, 2.90818, -3.72216], [-5.38348, 0.43753, -1.87647], [-6.87095, 1.29746, -2.27701], [-3.49708, 3.48062, -1.27683], [-3.38343, 1.72278, -1.06261], [-3.98248, 2.23441, 1.46745], [-3.50290, 3.88556, 1.06527], [1.24494, 2.67312, 1.13779], [-3.11427, -0.10947, 0.55586], [-3.16951, 0.23799, 2.27973], [-1.91486, -0.82672, 1.62396]], "forces_ev_per_angstrom": [[0.3, 0.9, 0.3], [0.0, 0.0, 0.1], [0.1, 0.0, 0.0], [-0.1, 0.0, -0.1], [0.2, 0.0, 0.1], [0.0, -0.2, -0.2], [-0.2, -0.2, 0.2], [0.0, 0.1, -0.1], [0.1, 0.0, 0.0], [-0.1, 0.0, 0.0], [0.0, -0.1, 0.1], [0.2, 0.1, -0.1], [-0.1, 0.0, 0.0], [0.2, 0.2, -0.2], [-0.1, -0.4, 0.0], [-0.1, 0.2, -0.1], [0.0, 0.0, 0.0], [0.0, -0.1, 0.0], [0.0, 0.0, 0.0], [-0.1, 0.0, 0.0], [0.3, -0.1, 0.0], [-0.1, 0.0, 0.1], [0.0, 0.0, -0.1], [-0.1, 0.0, 0.0], [0.0, 0.0, 0.1], [0.0, 0.0, 0.0], [0.0, 0.0, 0.0], [0.0, 0.0, 0.0], [0.0, 0.0, 0.0], [0.0, 0.0, 0.0], [0.0, 0.0, 0.0], [0.0, 0.0, 0.0], [0.0, 0.0, 0.0], [0.0, 0.0, 0.0], [0.0, 0.0, 0.0], [0.0, 0.0, 0.0], [0.0, 0.0, 0.0], [0.0, 0.0, 0.0], [-0.1, -0.2, -0.1], [0.1, 0.0, 0.0], [-0.1, 0.2, 0.0], [0.5, 0.2, 0.3], [-0.6, -0.6, -0.1], [0.1, 0.1, 0.0], [0.0, 0.0, -0.4], [-0.2, 0.6, 0.0], [-0.1, -0.6, -0.2], [0.1, 0.0, 0.2], [0.0, 0.0, 0.0], [0.0, 0.0, 0.0], [-0.1, 0.0, 0.0], [0.0, 0.0, 0.1], [0.0, 0.0, 0.0], [-0.1, -0.2, -0.2], [-0.1, 0.2, 0.1], [0.0, -0.1, 0.1], [0.0, 0.0, 0.0], [0.2, 0.1, -0.1], [0.2, 0.2, -0.1], [0.0, -0.1, 0.5], [-0.1, -0.1, -0.3], [0.2, 0.2, 0.3], [0.0, -0.4, -0.1], [-0.1, 0.4, -0.3], [0.0, -0.3, 0.1], [0.0, 0.1, 0.0], [0.1, 0.0, 0.0], [0.0, 0.0, 0.0], [0.0, 0.0, 0.0], [0.0, 0.0, 0.0], [0.0, 0.0, 0.0], [0.0, 0.0, 0.0], [0.0, 0.0, 0.0], [0.0, 0.0, 0.0], [0.0, -0.1, 0.0], [0.0, -0.1, -0.1], [0.0, -0.1, 0.0], [0.1, 0.0, 0.1], [0.0, 0.0, 0.0], [0.0, 0.0, 0.0], [0.0, 0.0, 0.0]]}



(6)
{"formula": "C19H32ClN3Ti", "method": "ωB97M-V/def2-TZVPD", "relative_energy_ev": 0.512, "gap_ev": 6.6, "total_charge": 2, "homo_energy_ev": -14.68, "lumo_energy_ev": -8.122, "symbols": ["C", "C", "C", "C", "Cl", "H", "H", "H", "H", "H", "H", "H", "H", "H", "C", "C", "C", "H", "C", "C", "H", "H", "H", "H", "C", "C", "C", "H", "C", "C", "H", "H", "H", "H", "Ti", "C", "N", "C", "C", "N", "N", "C", "C", "H", "H", "H", "H", "H", "H", "H", "H", "H", "H", "H", "H", "H"], "positions_angstrom": [[0.20042, 0.50552, -6.67799], [1.57679, 1.06591, -7.05883], [-0.02360, -0.83352, -7.39217], [-0.88964, 1.49901, -7.10006], [0.12707, 0.25464, -4.90498], [0.02053, -0.68977, -8.48083], [-1.00705, -1.24838, -7.14591], [0.74912, -1.55893, -7.11555], [1.63067, 1.22093, -8.14558], [2.37479, 0.37055, -6.77688], [1.75501, 2.03044, -6.57110], [-0.85156, 1.65727, -8.18701], [-0.74520, 2.46921, -6.61245], [-1.88546, 1.11802, -6.84903], [1.58539, -1.71287, 1.26244], [0.67234, -2.40864, 0.40518], [0.79584, -1.84606, -0.92324], [0.04341, -3.25149, 0.69306], [1.73680, -0.77488, -0.86752], [2.20139, -0.66126, 0.48912], [2.96788, 0.02695, 0.84943], [1.84298, -1.99540, 2.28417], [0.38672, -2.27333, -1.83882], [2.12109, -0.22354, -1.72796], [-2.18880, 0.63487, 0.63137], [-2.27424, -0.62700, 1.34310], [-1.99562, -1.67278, 0.41302], [-2.57697, -0.77824, 2.37448], [-1.79674, -1.07962, -0.88315], [-1.88969, 0.34479, -0.74822], [-1.84093, 1.06551, -1.56178], [-2.30414, 1.63094, 1.05378], [-1.95732, -2.73431, 0.65487], [-1.75387, -1.61419, -1.82940], [-0.13293, -0.36582, 0.58808], [2.54404, 0.67222, 3.82473], [1.29009, 0.38110, 4.50244], [1.43113, -0.00179, 5.90646], [0.11891, 0.49803, 3.83964], [0.11433, 0.63423, 2.45611], [-1.07927, 0.58209, 4.47637], [-1.42722, 0.12490, 5.83045], [-2.09909, 1.45303, 3.86420], [3.20963, 1.16273, 4.53374], [2.38078, 1.37466, 3.00912], [3.00325, -0.23788, 3.42844], [0.91782, 0.68381, 6.58755], [1.10905, -1.02982, 6.10670], [2.49109, 0.03803, 6.16159], [0.97653, 1.08208, 2.12263], [-1.55688, 0.98802, 6.50290], [-2.38648, -0.41682, 5.79758], [-0.69402, -0.55344, 6.26750], [-1.62229, 1.93622, 3.00766], [-2.97303, 0.86520, 3.53818], [-2.42290, 2.21889, 4.59239]], "forces_ev_per_angstrom": [[0.1, 0.3, -2.0], [0.1, 0.0, 0.3], [0.0, -0.1, 0.3], [-0.1, 0.0, 0.3], [0.0, -0.1, 0.7], [0.0, 0.1, 0.3], [0.2, 0.0, 0.0], [-0.1, 0.1, 0.0], [-0.1, -0.1, 0.3], [-0.1, 0.1, 0.0], [0.0, -0.2, -0.1], [0.1, -0.1, 0.3], [0.0, -0.2, -0.1], [0.2, 0.1, 0.0], [0.5, 0.1, -1.0], [0.9, 0.0, -0.2], [1.1, -0.1, 0.3], [0.6, 0.2, -0.2], [-0.2, -0.8, 0.7], [-0.5, -0.9, 0.0], [-0.3, -0.2, -0.1], [-0.4, 0.3, -0.3], [0.0, 0.3, 0.4], [-0.4, 0.1, 0.3], [-0.1, -1.0, -0.3], [-0.2, 0.6, -1.1], [-0.4, 0.7, -0.2], [0.4, 0.1, -0.2], [-0.7, 0.6, 0.5], [-0.7, -0.9, 0.9], [0.2, -0.1, 0.2], [0.0, -0.4, -0.2], [-0.3, 0.4, -0.2], [0.3, 0.2, 0.3], [-0.4, 0.9, 0.7], [0.1, -0.1, -0.4], [-0.6, -0.1, -0.3], [0.4, 0.1, 0.7], [-0.2, 0.5, -0.2], [0.5, 0.0, -0.3], [0.5, -0.2, -0.5], [-0.3, -0.1, 0.4], [-0.1, -0.1, -0.1], [0.0, -0.2, -0.1], [0.3, 0.0, 0.2], [0.2, 0.1, 0.1], [0.1, -0.1, -0.2], [0.1, 0.2, -0.2], [-0.1, 0.0, -0.1], [-0.1, -0.4, 0.7], [0.1, -0.3, -0.2], [0.3, 0.3, -0.2], [-0.5, 0.2, -0.3], [-0.4, 0.0, 0.3], [0.2, 0.4, 0.2], [0.2, -0.4, -0.2]]}